17
Properties=species:S:1:pos:R:3 method="wB97M-V/def2-TZVPD" e_tot_ev=-7861.1545 lumo_ev="-6.2 / -6.5" charge=+1 homo_energy_ev="-14.08 / -13.11" relative_energy_kcal_mol=119.8 molar_mass_g_mol=96.15
C 0.979 -0.031 0.823
C 1.256 1.241 -1.236
C -1.035 0.817 -0.694
C 1.597 1.045 0.173
C -0.455 -0.236 0.278
C -1.274 -1.461 0.499
N -0.135 1.800 -1.104
H 1.579 -0.905 0.442
H 0.883 -0.006 1.966
H 1.792 2.070 -1.554
H 1.373 0.345 -1.916
H -1.404 0.101 -1.489
H -1.892 1.394 -0.178
H 2.030 1.833 0.574
H -0.976 -2.230 -0.317
H -2.204 -1.014 0.560
H -0.751 -1.920 1.321